A cluster of 13 separate species, C84H177N7O23 in total at a distorted geometry. Source: OMol25; level of theory: wB97M-V/def2-TZVPD.

HOMO-LUMO gap	8.599	eV
E_LUMO	0.53	eV
HOMO	-8.069	eV
energy	-147492.015	eV
2S+1	1

```
291
Properties=species:S:1:pos:R:3:forces:R:3
C -4.8348 3.6315 0.5890 -1.479 0.242 -1.403
O -4.0230 3.6594 1.6863 1.083 0.032 0.870
H -5.3980 4.5520 0.5885 -0.377 0.320 -0.029
H -4.3800 3.5823 -0.3949 0.842 0.036 -0.148
H -5.5278 2.7969 0.5997 -0.380 -0.267 0.184
H -3.4985 2.8625 1.6356 0.648 -0.467 0.158
C 3.3015 7.2252 -6.2497 0.222 -0.771 1.126
C 2.7393 6.1557 -5.2661 -0.160 -1.607 -2.265
C 2.5144 4.8388 -6.1204 -0.221 0.275 0.221
C 2.3250 3.6186 -5.1961 -1.150 0.044 -1.360
C 3.4738 3.5169 -4.2225 -0.051 0.405 -0.160
C 3.5619 4.7848 -3.3261 -1.622 -0.506 -0.042
N 3.7402 5.9132 -4.2452 0.466 -0.530 -0.430
O 3.8281 7.1198 -3.5321 0.424 0.477 0.793
C 2.2965 4.8890 -2.3624 -0.446 0.596 -0.411
C 4.7337 4.6510 -2.4215 1.952 1.237 1.358
C 1.3868 6.4812 -4.6833 -0.689 1.821 -1.857
H 2.7685 7.3032 -7.1754 -1.029 0.125 -0.249
H 4.2655 6.8257 -6.6119 0.090 0.683 0.695
H 3.2991 8.1779 -5.7021 0.538 -0.099 -0.612
H 1.6299 5.0395 -6.7604 0.109 -0.218 0.604
H 3.2612 4.5922 -6.8864 0.569 0.440 0.507
H 2.2537 2.7327 -5.8599 0.106 0.190 0.534
H 1.3174 3.7411 -4.7528 0.605 -0.412 0.227
H 4.3692 3.3900 -4.8524 0.082 0.383 0.410
H 3.4471 2.6139 -3.6179 -0.299 -0.010 0.252
H 2.5096 4.3559 -1.4276 -0.004 0.099 -0.166
H 2.0934 5.9824 -2.1097 0.308 -1.489 -0.259
H 1.3579 4.4340 -2.7839 0.955 0.503 0.388
H 4.6757 5.2419 -1.4549 -0.067 -0.381 -1.243
H 4.8505 3.6361 -2.1147 -0.177 -0.943 0.338
H 5.7108 4.8873 -2.8926 -0.599 0.130 -0.022
H 0.8823 5.6370 -4.3000 -0.624 -0.792 0.105
H 0.7703 6.9943 -5.4722 0.330 -0.727 0.571
H 1.4406 7.1959 -3.9058 0.274 0.791 0.924
H 4.7267 7.3949 -3.7335 0.034 0.224 0.192
C -5.1804 -1.3396 -1.2825 -2.537 0.463 -0.149
C -6.0542 -1.9995 -0.1479 -0.200 -0.259 -1.502
C -6.4975 -3.4318 -0.5446 -0.624 0.162 0.594
C -7.0184 -4.2347 0.6502 0.498 -0.826 -1.515
C -6.0462 -4.3075 1.7784 -0.675 0.001 1.051
C -5.6300 -2.8918 2.2489 1.856 -0.256 -2.609
N -5.1957 -2.1237 0.9881 0.627 -0.016 1.646
O -4.7218 -0.8128 1.3481 0.338 -0.595 0.029
C -6.6845 -2.2757 3.0993 -1.474 0.612 1.484
C -4.3218 -3.0457 2.9841 0.074 -0.400 1.384
C -7.2908 -1.1595 0.1871 -1.523 0.169 -1.077
H -4.1710 -1.5899 -1.2053 1.723 -0.255 0.571
H -5.3660 -0.2707 -1.2027 0.567 0.236 0.011
H -5.4331 -1.5709 -2.3269 -0.561 -0.396 0.358
H -7.3259 -3.3774 -1.2387 -0.172 0.338 -0.397
H -5.7488 -4.0023 -1.0562 0.923 -0.044 -0.188
H -7.2589 -5.2667 0.3090 -0.074 0.638 0.201
H -7.9167 -3.7647 0.9666 -1.008 0.202 0.437
H -5.2592 -5.0648 1.5854 0.035 0.931 0.099
H -6.6381 -4.6729 2.6292 0.382 -0.382 0.078
H -7.7422 -2.4963 2.8458 0.683 -0.009 -0.269
H -6.5908 -2.6983 4.1208 0.125 0.334 -0.349
H -6.6298 -1.1719 3.1908 0.147 -0.575 -0.097
H -4.0035 -2.1682 3.5466 -0.069 0.090 -0.250
H -4.4382 -3.8480 3.7201 -0.069 0.060 0.076
H -3.5304 -3.3652 2.3270 0.233 0.085 -0.403
H -7.0761 -0.0941 0.4569 -0.097 -0.930 -0.167
H -7.8388 -1.6660 1.0088 0.231 0.664 -0.547
H -8.0090 -1.1508 -0.7116 1.041 0.141 1.213
H -5.4250 -0.2838 1.7550 -0.311 0.040 0.027
C -3.0774 1.8492 -6.7111 0.092 0.298 0.200
C -3.6208 0.5747 -7.4358 1.331 2.183 -1.299
C -2.9717 -0.6903 -6.8956 -0.681 -0.197 -2.071
C -3.5340 -1.1508 -5.6096 0.995 -2.865 0.612
C -5.0080 -1.3936 -5.7582 -1.600 0.777 0.439
C -5.7339 -0.0637 -6.0989 1.057 1.459 -0.204
N -5.0289 0.5267 -7.3467 -3.580 -1.688 1.812
O -5.6692 1.7835 -7.6960 0.502 -1.246 -0.555
C -7.2129 -0.3368 -6.3974 0.774 -0.054 -1.203
C -5.6296 0.9015 -4.8657 0.467 -2.014 -0.065
C -3.3455 0.6400 -8.9926 -0.060 -0.848 1.109
H -3.0417 1.6881 -5.6222 0.145 0.029 -0.350
H -3.7427 2.6956 -6.8800 -0.302 -0.194 0.032
H -2.1145 2.2695 -7.0323 0.119 -0.771 -0.089
H -3.0675 -1.4269 -7.7374 -0.297 0.017 0.997
H -1.9200 -0.5674 -6.8299 1.046 0.582 0.068
H -3.2561 -0.4875 -4.7827 -0.266 -0.091 -0.126
H -3.0207 -2.1534 -5.3926 -0.645 1.242 0.075
H -5.4826 -1.7847 -4.8394 0.326 0.234 -0.130
H -5.3029 -2.1204 -6.5242 0.627 0.029 -0.140
H -7.6424 -0.8034 -5.5433 -0.425 -0.463 0.779
H -7.8179 0.5312 -6.6430 0.238 0.309 0.071
H -7.2943 -1.0323 -7.2471 0.040 0.125 0.211
H -6.3064 0.4947 -4.1139 0.124 -0.005 0.300
H -4.6045 0.9410 -4.4529 -0.685 0.067 -0.157
H -5.9739 1.8668 -5.0837 -0.354 1.459 -0.538
H -4.0339 -0.0070 -9.5673 -0.132 0.589 0.455
H -2.4219 0.1321 -9.1048 1.378 -0.116 -0.448
H -3.2631 1.6304 -9.3902 -0.170 0.559 -0.232
H -5.9853 1.5177 -8.5799 -0.042 0.589 0.507
C 3.9081 -2.4132 -2.1941 -0.787 0.982 -0.884
C 5.0642 -1.6031 -1.5326 0.021 -1.524 -0.265
C 5.3358 -0.3579 -2.3432 -0.174 0.998 -0.619
C 6.1786 0.7108 -1.6032 -0.238 -0.881 -1.519
C 5.5465 0.9886 -0.2520 0.925 -0.486 0.991
C 5.4571 -0.3275 0.6477 -0.496 0.479 -1.725
N 4.6229 -1.2365 -0.1921 -1.169 -0.432 0.858
O 4.3115 -2.4774 0.5311 -0.939 0.244 0.032
C 6.8518 -0.7651 0.9432 1.221 -0.816 -0.646
C 4.7823 -0.0933 1.9631 -2.157 0.336 0.880
C 6.2921 -2.5640 -1.5647 1.648 2.985 -0.178
H 4.0772 -2.4903 -3.3150 -0.303 0.424 1.173
H 2.8902 -1.9460 -1.9599 1.329 -0.470 -0.487
H 3.8735 -3.4427 -1.8746 0.071 -0.306 0.460
H 5.7900 -0.6992 -3.3131 -0.292 0.509 0.795
H 4.4006 0.1632 -2.5707 -0.212 -0.419 -0.173
H 6.1701 1.6561 -2.1868 0.142 -0.582 0.168
H 7.1893 0.2847 -1.6570 0.096 0.690 0.767
H 4.5320 1.3894 -0.4528 0.520 0.027 0.481
H 6.2439 1.7068 0.2642 -1.115 -0.348 -0.132
H 7.2484 -0.0576 1.6459 0.425 0.335 0.485
H 6.8896 -1.7601 1.4092 -0.022 0.216 -0.217
H 7.5021 -0.7317 0.0445 -0.337 -0.252 0.730
H 4.9526 -0.8781 2.7320 -0.156 0.206 -0.782
H 5.0949 0.8334 2.4346 0.413 0.236 -0.122
H 3.6689 0.0541 1.8230 1.020 -0.382 0.134
H 6.3238 -3.1066 -0.6599 0.045 -0.953 0.795
H 7.2924 -1.9612 -1.6393 -1.713 -1.104 0.099
H 6.2338 -3.1734 -2.4325 0.021 -0.754 -0.631
H 3.3046 -2.6219 0.5662 2.157 0.972 -0.327
C 2.3472 -4.1539 2.7756 -0.068 -0.390 2.097
C 1.3469 -5.0299 2.0378 1.469 -1.290 -0.248
C 1.7161 -5.0975 0.5242 -1.143 0.312 1.176
C 2.9812 -5.8431 0.1984 1.338 1.079 0.702
C 2.8668 -7.2494 0.7238 -0.542 -0.480 -0.471
C 2.5703 -7.3272 2.2438 -0.437 0.272 0.327
N 1.3290 -6.4749 2.4730 0.293 0.065 -0.705
O 0.9057 -6.5144 3.8571 0.602 -0.873 -0.545
C 2.1922 -8.7861 2.4848 0.015 -0.226 0.736
C 3.7032 -6.9213 3.1829 1.021 -0.439 0.871
C -0.0763 -4.5742 2.2612 0.215 0.107 -1.940
H 1.9259 -3.1434 2.7923 0.542 0.088 -0.144
H 3.3832 -4.1884 2.4149 -0.451 0.237 -0.168
H 2.3929 -4.5015 3.8643 -0.110 0.596 -1.273
H 0.8623 -5.6320 0.0831 0.305 0.215 -0.338
H 1.7137 -4.0690 0.1646 0.038 0.104 -0.289
H 3.9565 -5.3135 0.5351 -1.603 -0.741 -0.122
H 3.0753 -5.8363 -0.8664 0.088 -0.224 -0.879
H 3.7396 -7.8282 0.3830 -0.067 0.011 0.718
H 1.9945 -7.7642 0.2112 0.766 0.668 0.522
H 1.2329 -8.9722 1.9835 0.216 -0.193 0.187
H 2.9797 -9.4280 2.0383 -0.507 0.237 0.362
H 2.1188 -9.0110 3.5803 0.003 0.047 -0.898
H 4.1643 -5.9997 2.8780 0.203 0.402 -0.164
H 3.4207 -6.7938 4.2562 -0.391 -0.068 -0.948
H 4.5363 -7.6546 3.2540 -0.567 0.104 -0.482
H -0.6003 -5.2618 1.5718 -0.602 0.682 0.379
H -0.2462 -3.4977 2.0501 0.126 -0.772 -0.024
H -0.3459 -4.8067 3.2495 -0.525 -0.049 1.276
H 0.4838 -7.3891 3.8497 -0.077 0.449 0.375
C 1.5616 6.5738 2.6646 0.568 0.777 -0.884
C 2.2939 5.3830 3.2840 2.385 0.760 -0.886
C 2.7038 4.3871 2.1461 -1.643 0.251 0.169
C 3.8764 3.4985 2.4710 1.226 0.850 -1.152
C 5.0348 4.2764 3.0931 0.802 -0.878 -0.876
C 4.7253 5.1378 4.2822 -0.930 -0.148 0.081
N 3.6295 5.9486 3.8136 -1.545 1.247 -1.562
O 3.2903 6.9435 4.7728 1.324 1.207 0.233
C 4.3598 4.3920 5.5260 1.484 -2.270 0.844
C 5.9061 6.0227 4.6129 0.986 0.801 -0.458
C 1.4561 4.8344 4.3561 -0.627 -0.464 0.537
H 2.3695 7.0590 2.0803 -0.800 0.065 -0.155
H 1.2091 7.3321 3.3792 0.143 -0.523 0.055
H 0.6893 6.3038 2.0172 0.852 -0.103 0.442
H 1.8191 3.7370 1.9725 0.320 0.368 0.005
H 2.8239 4.9618 1.2037 0.320 -0.259 0.564
H 4.2271 2.9989 1.5394 -0.087 0.433 0.428
H 3.6463 2.6920 3.0901 -0.922 -1.306 1.305
H 5.3985 4.9431 2.3357 0.252 0.596 -0.551
H 5.8889 3.6127 3.2769 -0.186 -0.101 0.309
H 5.2739 3.8847 5.9581 -0.785 0.260 -0.568
H 4.0744 5.0475 6.3103 -0.690 0.745 0.556
H 3.6152 3.6039 5.3708 0.092 0.240 0.044
H 5.6865 6.6862 5.4696 0.269 -0.591 -0.128
H 6.7538 5.3370 4.8397 -0.370 0.760 -0.009
H 6.1968 6.7159 3.7709 -0.284 -0.887 0.575
H 0.4363 4.8960 3.9902 -0.400 -0.321 0.279
H 1.5614 5.4871 5.2189 -0.193 -0.073 0.236
H 1.7009 3.8166 4.6145 -0.020 -0.312 0.023
H 4.0076 7.6314 4.6357 -1.506 -1.073 0.163
C -1.1814 -0.9855 1.9649 1.387 2.247 1.440
C -0.4660 0.1948 1.2097 0.124 -0.984 -0.967
C 0.8405 -0.3517 0.4792 -2.031 2.487 -0.180
C 1.4342 0.7324 -0.4288 0.925 -0.527 -0.056
C 0.4396 1.1387 -1.5091 -0.904 -3.295 0.680
C -0.9004 1.5799 -0.9087 -0.757 0.766 -0.259
N -1.4069 0.5667 0.0982 1.169 0.689 0.251
O -2.5532 1.1455 0.7409 -0.091 -0.020 -0.376
C -0.7704 3.0077 -0.3298 -0.806 0.429 -1.990
C -1.9592 1.6066 -2.0470 -0.681 0.041 0.819
C -0.0615 1.3521 2.1661 -0.306 0.189 0.796
H -2.1248 -0.6789 2.4136 0.016 0.213 -0.079
H -0.5066 -1.2184 2.8069 -0.362 -0.332 -0.349
H -1.3878 -1.8400 1.3911 -0.009 -1.012 -1.118
H 1.4394 -0.7296 1.2403 1.616 -0.454 1.306
H 0.6068 -1.1466 -0.1713 -0.693 -1.307 -0.696
H 2.3257 0.3164 -0.9430 -0.244 0.209 0.376
H 1.7796 1.6012 0.1376 0.006 0.010 0.023
H 0.2139 0.1593 -2.1104 0.347 1.723 0.800
H 0.9207 1.8280 -2.1600 -0.110 0.907 -0.700
H -1.5442 3.2880 0.3335 -1.353 -0.084 0.562
H 0.0723 3.1809 0.2682 1.653 0.261 0.128
H -0.8502 3.7583 -1.1655 0.455 -0.690 0.682
H -1.6075 2.1387 -2.9416 -0.043 -0.135 0.275
H -2.2743 0.5874 -2.2854 0.413 -0.106 -0.245
H -2.9043 2.0589 -1.6801 0.612 0.140 -0.225
H -0.9145 1.8571 2.6596 0.035 -0.541 -0.295
H 0.4403 2.1704 1.6624 0.125 -0.301 -0.136
H 0.6242 1.0815 3.0002 -0.418 -0.387 -0.623
H -3.1978 0.4355 0.6415 -0.437 -0.124 0.111
C -2.2691 -0.3888 8.9201 -1.069 -0.442 2.501
C -1.5976 -1.7324 9.1042 -1.225 -0.638 -0.889
O -1.4287 -2.3543 7.8014 0.836 0.043 -0.553
C -2.2246 -3.3543 7.4841 -0.257 -0.829 -0.322
O -3.1264 -3.7999 8.1592 0.353 0.363 -0.211
O -1.8927 -3.8676 6.2512 -0.595 0.156 1.597
C -2.8798 -4.8694 5.8892 0.942 -0.142 -1.356
H -2.4846 -0.0640 9.9889 0.261 0.050 -1.219
H -3.2663 -0.5222 8.4768 0.369 -0.095 -0.016
H -1.7480 0.3843 8.4144 0.789 0.446 -0.489
H -2.2816 -2.3909 9.6254 -0.183 0.038 0.331
H -0.6594 -1.8085 9.6237 0.569 0.572 -0.117
H -2.5982 -5.1661 4.8483 -0.008 -0.143 1.058
H -3.7998 -4.3451 5.7932 -1.028 0.117 0.164
H -2.9752 -5.7040 6.6079 0.339 0.523 -0.463
C 0.4219 -0.4067 -5.3037 -0.224 -2.503 -1.004
C 1.5017 -0.9386 -4.3859 0.089 0.087 -0.284
O 2.6689 -0.0549 -4.3780 -1.534 -0.438 0.627
C 3.5897 -0.2769 -5.2920 -0.119 -0.163 -0.161
O 3.6410 -1.2172 -6.0486 0.355 0.567 0.148
O 4.4274 0.7646 -5.1943 0.149 -0.387 -0.306
C 5.4984 0.7673 -6.0993 0.999 0.478 -1.854
H -0.4933 -1.1146 -5.3319 1.622 0.877 0.069
H 0.9101 -0.3913 -6.2900 -0.599 0.036 -0.050
H 0.0398 0.5457 -5.1007 -0.305 1.554 0.665
H 1.7921 -1.9318 -4.7020 0.312 -0.111 -0.249
H 1.1749 -1.0510 -3.3753 -0.002 0.328 0.747
H 6.2380 -0.0214 -5.9637 -0.167 -0.129 0.513
H 6.0055 1.7394 -6.0536 -0.239 -0.240 0.461
H 5.1935 0.6768 -7.1616 -0.347 -0.083 0.609
C 0.9218 -4.6933 -6.0508 -0.036 -1.007 0.486
C 0.2191 -5.6937 -5.1645 -0.423 -1.777 0.157
O 0.3768 -5.3695 -3.7735 -0.322 0.413 -0.115
C -0.5612 -4.5778 -3.2081 1.853 -0.747 0.568
O -1.5845 -4.1921 -3.6833 -0.321 0.206 -0.144
O -0.0697 -4.3393 -1.9697 -0.196 0.022 -0.585
C -0.9517 -3.6148 -1.1358 -1.891 -0.773 -0.509
H 0.7604 -4.9455 -7.0923 0.167 -0.046 -0.195
H 1.9611 -4.7852 -5.7673 0.456 0.366 -0.372
H 0.5767 -3.6967 -5.8767 -0.276 0.674 0.136
H 0.6655 -6.7370 -5.2440 -0.296 1.368 -0.035
H -0.8483 -5.8411 -5.3559 0.094 0.376 -0.165
H -1.0189 -2.5837 -1.4392 -0.126 0.436 -0.068
H -0.6649 -3.7112 -0.1202 0.795 0.011 0.701
H -1.9470 -4.1156 -1.1943 0.420 0.712 -0.042
C 0.5812 -1.5553 5.0642 -1.361 -1.155 -0.535
C 1.4977 -1.4385 6.2217 0.269 0.087 0.330
O 1.1014 -0.3276 7.0318 0.225 0.877 0.236
C 1.0895 0.8725 6.4262 -1.131 -0.993 1.455
O 1.5044 1.0868 5.3317 0.643 1.112 -0.667
O 0.4269 1.7040 7.2543 0.567 -0.692 0.030
C 0.1700 3.0037 6.7588 1.203 0.944 1.265
H 0.5085 -0.6122 4.5382 0.319 -0.100 -0.205
H -0.4358 -1.7785 5.3984 0.055 -0.192 0.022
H 0.8821 -2.3556 4.3656 -0.064 0.387 0.371
H 2.4905 -1.3454 5.8401 0.974 0.604 -0.063
H 1.5518 -2.2362 6.9530 -0.503 -0.467 -0.243
H -0.0826 3.6373 7.6258 -0.511 -0.563 -0.321
H -0.6014 2.9327 6.0300 -0.514 0.427 -0.723
H 1.0980 3.4720 6.4237 -0.301 -0.339 -0.488
C -3.3470 -0.1001 5.3101 2.889 -0.502 0.542
C -4.2416 0.4011 4.2435 0.654 1.519 -0.136
O -4.5368 1.8661 4.4222 0.836 -1.774 0.342
C -5.5100 2.2472 3.6348 -0.484 0.320 -0.930
O -6.0329 1.5846 2.7470 0.167 0.179 0.653
O -5.8385 3.4903 3.9511 -0.156 -0.043 0.330
C -6.9555 4.0121 3.2488 0.319 0.234 -1.446
H -2.9252 -1.1402 5.0729 -0.525 1.487 -0.158
H -3.7581 -0.2611 6.2860 -0.634 0.402 0.522
H -2.4328 0.5908 5.4243 -1.265 -1.022 -0.166
H -5.2025 -0.0457 4.2588 -0.625 -0.759 -0.297
H -3.6986 0.2915 3.3025 -0.600 0.068 -0.143
H -7.8575 3.4992 3.5454 -0.333 -0.004 0.160
H -6.8115 3.8820 2.1549 -0.180 -0.027 0.769
H -6.9893 5.0823 3.4365 -0.057 -0.119 0.321
```
Forces are in eV/Å.